ORCA calculation (wB97M-V/def2-TZVPD) on a structure of composition C45H37Cl5N3O5P2PbS2.

For the orbital gap, the calculation gives 7.317 eV. For the energy above the lowest of the compared OMol25 structures with the same formula, charge and spin, the calculation gives 0.0 kcal per mole. As for the highest occupied orbital energy: -5.4 eV.

Structure (ORCA input):
```
! RIJCOSX wB97M-V def2-TZVPD def2/J DEFGRID3
* xyz -1 1
Pb -3.114 0.667 -0.235
C 1.666 -1.567 0.512
N 0.838 -2.344 1.414
C -0.465 -1.835 1.776
P -1.851 -1.984 0.493
C -3.008 -3.135 1.293
C -3.277 -2.985 2.653
C -4.203 -3.800 3.286
C -4.880 -4.769 2.562
C -4.641 -4.902 1.201
C -3.717 -4.088 0.566
C -1.048 -2.903 -0.855
C -0.660 -2.171 -1.976
C 0.035 -2.779 -3.010
C 0.337 -4.132 -2.940
C -0.071 -4.875 -1.841
C -0.763 -4.265 -0.805
C 1.174 -3.666 1.653
C 0.322 -4.529 2.366
C 0.683 -5.844 2.603
C 1.888 -6.356 2.142
C 2.728 -5.516 1.429
C 2.386 -4.195 1.183
P 1.020 0.125 0.093
C 2.374 0.551 -1.068
C 3.680 0.798 -0.645
C 4.669 1.110 -1.564
C 4.363 1.180 -2.918
C 3.069 0.933 -3.348
C 2.077 0.620 -2.426
C 1.516 1.101 1.561
C 1.855 0.530 2.786
C 2.135 1.336 3.884
C 2.098 2.717 3.767
C 1.782 3.295 2.544
C 1.484 2.493 1.455
H 1.741 -2.064 -0.465
H 2.688 -1.474 0.899
H -0.372 -0.768 1.984
H -0.781 -2.272 2.722
H -2.789 -2.206 3.229
H -4.406 -3.663 4.341
H -5.611 -5.401 3.050
H -5.196 -5.629 0.621
H -3.578 -4.152 -0.504
H -0.919 -1.123 -2.050
H 0.325 -2.196 -3.876
H 0.877 -4.612 -3.748
H 0.154 -5.933 -1.783
H -1.071 -4.854 0.049
H -0.648 -4.195 2.704
H -0.005 -6.480 3.147
H 2.158 -7.388 2.325
H 3.671 -5.889 1.046
H 3.065 -3.584 0.607
H 3.913 0.767 0.413
H 5.679 1.305 -1.225
H 5.134 1.431 -3.636
H 2.825 0.992 -4.402
H 1.064 0.417 -2.759
H 1.873 -0.548 2.899
H 2.377 0.878 4.836
H 2.306 3.343 4.626
H 1.741 4.374 2.444
H 1.204 2.949 0.511
Cl -1.147 5.506 5.888
C -1.275 4.694 4.369
C -1.619 3.344 4.310
Cl -1.887 2.469 5.773
C -1.727 2.698 3.093
Cl -2.077 1.008 3.023
C -1.484 3.347 1.851
O -1.533 2.715 0.746
C -1.137 4.719 1.958
Cl -0.774 5.555 0.486
C -1.034 5.372 3.177
Cl -0.581 7.038 3.223
O -4.954 0.216 -1.803
S -5.031 -1.137 -1.143
O -6.238 -1.864 -1.432
O -4.893 -0.798 0.341
O -3.777 -1.848 -1.506
N -0.527 3.232 -1.781
C -0.807 2.594 -2.903
S -1.821 1.249 -3.025
N -0.229 3.044 -4.059
C 0.544 4.200 -4.278
C 1.593 4.131 -5.192
C 2.357 5.252 -5.470
C 2.095 6.455 -4.829
C 1.043 6.529 -3.930
C 0.257 5.417 -3.662
H -0.922 2.970 -0.864
H 0.175 3.955 -1.773
H -0.380 2.427 -4.840
H 1.806 3.189 -5.683
H 3.167 5.180 -6.184
H 2.701 7.328 -5.035
H 0.812 7.466 -3.438
H -0.595 5.505 -3.001
*
```